126
Properties=species:S:1:pos:R:3:forces:R:3 method="wB97M-V/def2-TZVPD" total_energy_ha=-2780.8218 multiplicity=1 fmax_ha_per_bohr=0.2028 relative_energy_kj_mol=108.3 total_charge=+1
C -2.55648 0.74334 2.71390 1.189 -2.166 0.551
C -3.22448 -0.04066 1.55290 2.007 2.177 -1.134
C -2.37248 0.20734 0.24490 3.036 -1.436 5.920
C -0.96848 -0.45566 0.24190 -3.761 -0.846 -4.280
N 0.02652 -0.02266 -0.94910 -0.483 -1.683 0.520
C -0.45248 -0.35666 -2.30810 -2.126 -0.061 -2.371
C -0.13948 -1.80866 -2.66510 1.135 -2.084 -0.677
C 0.98052 -2.14266 -1.70110 1.283 -3.944 0.556
C 1.20952 -0.97666 -0.86010 2.488 4.697 -1.875
C 0.34752 1.42534 -0.81010 -0.446 1.486 3.514
C 0.66152 2.08934 0.62990 2.030 -0.770 -3.371
C 0.90152 3.59134 0.58790 3.121 -2.383 2.667
H -3.18648 0.68334 3.55090 -1.255 0.157 1.185
H -2.30548 1.76934 2.61190 -0.043 1.007 -0.826
H -1.63848 0.27634 3.18090 -0.562 0.115 -1.012
H -4.16048 0.47334 1.34790 -0.348 -0.533 0.118
H -3.31748 -1.05866 1.79090 -0.533 -1.374 0.326
H -2.37948 1.19434 0.30890 0.653 4.692 -0.510
H -2.69048 -0.06966 -0.61310 -3.402 -1.831 -5.519
H -1.39048 -1.50366 0.18190 1.836 0.414 -0.546
H -0.40848 -0.33866 1.03990 2.562 0.598 3.989
H 0.02352 0.31734 -3.07810 -0.777 -0.352 1.134
H -1.54648 -0.34666 -2.28910 0.158 1.109 -0.457
H 0.23952 -2.11766 -3.65510 0.271 1.751 -0.218
H -0.88348 -2.64366 -2.72910 -0.478 1.385 1.383
H 1.94652 -2.55066 -2.16010 -1.169 1.218 0.254
H 0.74052 -3.03966 -1.12410 -0.482 0.121 0.301
H 2.06052 -0.36866 -1.41810 -1.423 -0.956 1.449
H 1.35952 -0.84666 0.16390 1.254 -1.416 1.721
H -0.52048 1.94634 -1.06210 -1.445 0.662 -1.201
H 1.17452 1.87134 -1.28010 1.079 -0.759 -1.972
H 1.55452 1.71134 0.96290 2.815 -1.348 0.338
H 0.11652 1.70534 1.37090 -3.416 -0.545 2.853
H 0.03352 3.90334 0.29690 -5.073 3.063 -1.616
H 1.64152 3.88034 -0.14810 0.406 -0.043 0.074
H 1.12752 3.92334 1.65490 -0.091 -0.171 -1.547
O -0.87448 -2.09166 4.42990 1.906 -2.018 -7.904
H -1.62048 -2.64466 4.30390 -1.023 -1.111 -0.727
H -1.01148 -1.84466 5.22990 -0.824 3.128 8.602
O 0.88952 -6.59466 -1.19710 -1.111 -7.466 4.739
H 0.93752 -5.84266 -1.58910 0.853 7.612 -4.289
H 0.32852 -6.36466 -0.41710 0.649 -0.479 -0.811
O -2.17948 5.11234 -1.21910 1.246 1.089 0.798
H -1.65948 5.08634 -2.06610 -0.488 0.152 1.543
H -1.71648 5.67034 -0.46510 -0.809 -1.697 -2.348
O -2.21548 -4.94866 -2.72710 -3.883 -1.082 3.358
H -3.06648 -5.23466 -3.11510 0.922 0.173 0.085
H -1.61948 -4.75866 -3.36610 2.872 0.831 -3.432
O -3.36348 -2.18966 -4.22310 -1.130 1.142 -1.683
H -3.74048 -2.09366 -5.13610 0.503 0.005 1.220
H -3.01948 -3.07066 -4.23610 0.639 -0.880 0.172
O 4.80052 3.12334 0.66190 2.314 0.285 2.053
H 5.49552 3.36434 1.39390 -2.118 -0.595 -2.231
H 4.27852 3.91234 0.51390 0.003 0.369 0.345
O 4.66752 -1.82966 -0.68410 -2.122 0.254 1.666
H 4.33452 -1.08566 -0.05010 1.158 -1.614 -2.089
H 3.97552 -2.56566 -0.55710 1.356 1.396 -0.270
O 0.69052 6.34534 3.22390 -3.700 -0.033 -2.908
H 0.34952 5.69534 3.79490 -0.985 -1.412 1.203
H 1.49352 6.53034 3.54290 4.838 1.280 1.874
O -1.23048 -3.74466 -5.29710 4.353 7.356 5.973
H -1.57748 -4.30866 -5.81710 -3.568 -5.981 -6.451
H -0.90648 -2.91566 -5.74310 -0.655 -1.671 0.382
O -5.69148 2.74334 2.10390 -1.429 -1.445 1.238
H -6.07848 2.40534 1.30290 -0.115 0.007 -0.492
H -5.00548 3.31834 1.87790 1.579 1.433 -0.778
O -3.44148 1.35634 -3.65910 -2.010 0.716 0.001
H -4.15548 0.80634 -3.98710 0.515 -1.658 -0.521
H -4.12248 2.04334 -3.49710 1.259 0.795 0.594
O -4.68148 -3.15666 2.97890 0.381 1.262 1.691
H -5.11448 -2.64166 3.69590 -1.084 -0.673 -0.831
H -3.82548 -2.84766 3.31090 0.682 -0.598 -0.919
O -4.69748 -1.68666 -1.89510 0.368 0.589 2.780
H -4.52848 -1.79266 -2.82110 1.124 -0.246 -0.509
H -3.87448 -1.69466 -1.30510 -1.699 -0.405 -1.994
O -2.41648 1.25834 6.33890 1.394 -2.512 0.346
H -3.33348 1.23334 6.43790 -2.509 -0.732 0.505
H -2.33448 2.13734 6.11290 1.135 3.187 -0.874
O 4.04352 0.62334 0.31790 -2.284 -9.191 -0.076
H 4.17852 1.44534 0.47690 1.886 9.031 1.091
H 3.75452 0.32234 1.21090 0.035 0.127 -0.621
O 3.10452 -3.63666 0.54690 -3.138 0.026 0.667
H 3.72752 -3.34766 1.20590 0.409 0.026 0.571
H 2.15652 -3.51766 0.96090 2.777 -0.575 -1.313
O 0.81552 -2.90566 1.99390 -1.346 0.831 1.304
H 1.59052 -2.54566 2.43390 0.246 0.049 0.132
H 0.09752 -2.64966 2.64590 0.967 -0.564 -0.979
O -0.82148 6.32334 0.92090 1.796 -1.774 0.940
H 0.08552 5.97234 1.25990 -2.412 1.194 -0.645
H -0.64948 7.12234 0.44890 0.383 1.029 -0.282
O 0.81652 0.52834 4.95290 0.153 5.516 1.379
H 0.56452 -0.18066 4.49790 -1.213 -5.063 -2.039
H 1.47252 0.50234 5.62190 0.824 -1.023 0.762
O 4.49452 -1.46866 -3.45010 1.255 -2.106 -8.516
H 5.20552 -2.07566 -4.07510 -2.638 2.788 3.653
H 4.68452 -1.47566 -2.57710 1.668 -0.647 4.971
O -0.52648 -5.02466 0.37690 -1.627 -3.925 -1.819
H -1.47348 -4.94566 0.43990 -0.461 0.353 0.001
H -0.15548 -4.31166 0.75690 1.942 3.898 2.204
O 2.54052 -4.88466 -3.08710 0.030 -2.685 -2.357
H 3.42252 -5.30266 -2.79110 -2.189 0.691 -0.914
H 2.13752 -5.49866 -3.88610 1.950 1.999 3.232
O -1.21848 2.90434 -3.34310 -0.234 -0.697 -1.049
H -0.46748 2.63434 -3.90310 0.049 0.393 0.587
H -1.93548 2.38034 -3.77110 0.335 0.551 0.724
O -3.03448 -3.65966 -0.31810 -2.227 -0.674 3.578
H -3.71548 -4.13566 0.35690 2.355 1.548 -2.857
H -2.74948 -4.24566 -1.01610 -0.115 -0.670 -0.624
O 2.95552 0.80434 3.17290 5.508 -0.139 -2.861
H 3.43552 1.65434 3.21190 -1.434 -0.352 0.602
H 2.13852 0.65134 3.50190 -3.794 0.719 2.103
O 3.37752 3.94034 3.83690 -0.500 0.595 -2.249
H 3.84152 4.56234 4.35490 1.050 0.591 2.100
H 3.33552 4.54734 3.05190 -0.559 -1.317 -0.062
O 1.17852 2.15734 -4.58410 5.079 -2.511 0.983
H 2.21252 1.67134 -4.56710 -4.640 2.134 0.078
H 1.07352 2.28434 -5.51310 -0.198 0.236 -1.243
O 3.47252 5.52434 1.34590 0.957 0.252 1.224
H 4.14552 6.17534 1.62790 -0.447 -0.314 -0.429
H 3.14552 5.82734 0.51290 -0.502 0.511 -0.826
O 2.90152 -3.06166 -5.53610 2.131 0.968 4.030
H 3.74952 -2.53066 -5.06010 -3.922 -2.099 -1.818
H 2.47752 -3.49266 -4.68910 1.452 1.184 -2.178
O 0.86252 3.23234 5.05690 1.013 2.825 -0.413
H 0.80652 2.34034 4.81790 -0.562 -2.290 -0.415
H 1.60252 3.54834 4.48090 -0.603 -0.152 0.841

=====

14
Properties=species:S:1:pos:R:3:forces:R:3 method="wB97M-V/def2-TZVPD" total_energy_ha=-249.6543 multiplicity=1 fmax_ha_per_bohr=0.1137 relative_energy_kj_mol=448.6 total_charge=+1
C 0.54359 1.82281 -0.01189 2.159 1.234 -0.095
C -1.51347 0.91206 0.20520 -5.804 0.705 -0.097
C 1.12261 0.45648 -0.08487 1.880 0.490 -0.221
C 0.30312 -0.54249 -0.04093 0.279 0.195 0.488
C 0.36865 -1.95977 -0.11319 0.997 -3.200 -2.293
N -0.70113 1.89265 -0.01706 1.046 2.747 0.253
H 1.31321 2.68049 0.02111 -1.842 -1.088 -0.274
H -2.38542 0.70235 -0.57435 2.121 0.250 1.258
H -2.00909 0.94090 1.24442 1.053 -0.418 -1.213
H 2.26518 0.38613 -0.24273 -2.170 -0.080 0.216
H -0.86900 -0.05972 0.23179 1.543 -2.617 -0.156
H 0.95719 -2.46613 0.63601 -0.476 0.206 1.322
H 1.18149 -2.22480 -0.92475 -1.918 0.713 0.596
H -0.57694 -2.54097 -0.32878 1.132 0.863 0.216

=====

12
Properties=species:S:1:pos:R:3:forces:R:3 method="wB97M-V/def2-TZVPD" total_energy_ha=-729.2712 multiplicity=1 fmax_ha_per_bohr=0.1169 total_charge=+2
O -3.19742 0.34547 -0.82558 4.783 -1.154 1.036
C -2.10148 0.11126 -0.55424 -5.749 1.285 -1.192
Mg -0.04722 0.15088 0.27153 -0.696 0.153 -1.215
O 0.87040 0.65346 -3.11628 -1.413 -1.390 5.349
C 0.58396 0.38796 -2.02351 1.440 1.467 -5.546
C -0.34792 -2.02615 0.60065 -0.945 -4.520 1.622
O -0.57409 -3.09873 0.92508 0.827 3.749 -1.300
C 2.04943 -0.21724 0.54991 5.672 -0.376 1.646
O 3.16181 -0.35430 0.79647 -4.428 0.434 -1.139
O -0.52270 2.16437 0.65497 1.444 -1.876 0.567
H 0.35697 2.52977 0.36722 -1.004 0.524 0.897
H -0.51005 1.92979 1.62649 0.070 1.704 -0.724

=====

11
Properties=species:S:1:pos:R:3:forces:R:3 method="wB97M-V/def2-TZVPD" total_energy_ha=-360.3118 multiplicity=1 fmax_ha_per_bohr=0.1075 relative_energy_kj_mol=156.7 smiles="N#CC1=CC=CC1=O"
N 3.56265 0.44454 0.05740 -4.084 0.798 0.160
C 2.37876 0.52824 0.06878 1.583 -2.112 -0.476
C 0.90997 0.17343 -0.01321 1.639 3.715 -0.083
C 0.30040 -0.99424 -0.12870 1.459 -3.969 1.244
C -1.15934 -0.98414 0.00706 -0.924 1.853 -0.699
C -1.54251 0.28623 0.26411 0.014 0.033 -0.851
C -0.24460 1.20546 0.07525 -5.111 2.104 -0.136
O -0.63394 2.39045 -0.14182 3.742 -3.576 0.561
H 0.82345 -2.03222 -0.05111 -0.625 2.179 -0.621
H -1.80336 -1.78633 -0.34429 0.248 -0.068 0.540
H -2.59148 0.76859 0.20651 2.058 -0.957 0.360

=====

13
Properties=species:S:1:pos:R:3:forces:R:3 method="wB97M-V/def2-TZVPD" total_energy_ha=-214.3837 multiplicity=2 fmax_ha_per_bohr=0.0952 relative_energy_kj_mol=43.1
Cs -0.66522 -32.63435 -17.67462 0.173 0.027 0.030
C -5.82502 -32.39941 -17.09727 -1.801 -1.528 0.187
C -4.56184 -33.13040 -17.54668 -3.124 -0.345 -1.732
C -4.39736 -32.97045 -19.03896 0.690 -0.645 -0.528
O -3.55880 -32.56233 -16.89194 3.666 2.462 2.108
H -5.93670 -32.45440 -16.01440 0.259 0.202 0.317
H -6.70053 -32.96782 -17.41112 -0.167 -0.123 -0.270
H -6.04902 -31.38223 -17.41862 0.872 0.045 -0.215
H -4.50893 -34.16388 -17.20432 -1.063 -0.586 -0.606
H -3.35757 -33.14862 -19.31319 0.169 -0.002 -0.002
H -4.64132 -31.96928 -19.39425 -0.161 -0.041 0.136
H -4.93838 -33.73093 -19.60204 -0.344 0.181 0.069
H -3.97488 -32.32039 -16.06131 0.831 0.352 0.507

=====

13
Properties=species:S:1:pos:R:3:forces:R:3 method="wB97M-V/def2-TZVPD" total_energy_ha=-323.6853 multiplicity=1 fmax_ha_per_bohr=0.0208 relative_energy_kj_mol=251.2
C -0.63940 -0.30153 1.93531 -0.048 0.109 0.159
N -0.31841 -0.48587 0.54087 -0.056 0.033 -0.286
C 0.38264 0.35646 -0.25295 -0.154 -0.200 -0.288
O 1.00479 1.41760 0.32911 0.147 -0.063 -0.129
C 0.51027 0.29715 -1.59968 0.113 -0.227 0.158
O -0.41143 -0.39551 -2.36896 0.062 -0.555 -0.158
H 0.00308 -0.90746 2.59025 -0.110 0.134 -0.153
H -0.49708 0.74798 2.19843 -0.053 -0.123 -0.011
H -1.68191 -0.57991 2.12254 0.135 0.099 0.003
H -0.66077 -1.29956 0.05553 0.016 0.045 0.144
H 1.03957 1.95325 -0.49003 0.423 0.441 0.878
H 1.49119 0.52262 -2.01405 -0.362 0.479 -0.224
H 0.06881 -1.02140 -2.91735 -0.113 -0.173 -0.093

=====

8
Properties=species:S:1:pos:R:3:forces:R:3 method="wB97M-V/def2-TZVPD" total_energy_ha=-1388.5935 multiplicity=1 fmax_ha_per_bohr=0.0489 relative_energy_kj_mol=190.8
C -0.24869 1.20591 -0.16714 0.297 -0.225 -0.263
C -0.72044 0.49740 0.77735 1.462 -1.514 -0.370
N 1.65675 -0.63178 -0.48267 0.280 -0.715 0.250
S 1.12906 0.68630 -1.25606 -0.162 0.019 -0.005
S 0.86874 -1.55542 0.45654 -1.198 2.207 -0.073
Cl -0.82212 -2.62975 -0.36925 0.037 -0.032 -0.088
H -0.51439 2.17964 -0.54614 -0.323 0.222 0.165
H -1.34891 0.24770 1.58736 -0.393 0.036 0.384